No. 1
The following is a quantum chemistry calculation of a structure of composition C38H37BaN9O4S at a distorted geometry, from OMol25.

The net charge is 0. The LUMO energy (alpha / beta) is -1.2611 / -1.2610 eV. For the total energy, the calculation gives -2687.6095 hartree. The gap between HOMO and LUMO (alpha / beta) comes out at 2.38 / 3.69 eV.

Last column: Löwdin charge in e.
Atoms and positions in Å:
Ba1 -0.694 -1.297 -0.360  1.8045
C1 -1.679 0.546 4.343  -0.0630
C2 -1.839 -0.053 2.988  -0.3022
N1 -0.910 0.216 2.036  -0.1219
N2 -0.066 1.245 2.332  0.0423
C3 0.925 1.531 1.584  -0.3170
O1 1.231 0.768 0.450  -0.1265
C4 1.726 2.696 2.014  -0.1339
C5 3.110 2.713 2.320  -0.0056
C6 3.704 3.901 2.768  -0.0840
C7 2.936 4.985 3.134  -0.1013
C8 1.596 4.980 2.808  -0.1088
C9 0.997 3.889 2.266  -0.0390
C10 -2.965 -0.932 2.656  -0.2671
C11 -3.949 -1.355 3.598  -0.0168
C12 -4.982 -2.182 3.165  -0.0866
C13 -5.059 -2.565 1.824  -0.0913
C14 -4.011 -2.129 1.028  -0.1942
N3 -2.942 -1.448 1.415  -0.0637
H1 -0.795 1.223 4.373  0.0720
H2 -1.579 -0.303 5.126  0.1081
H3 -2.563 1.040 4.708  0.0602
H4 3.669 1.807 2.109  0.0990
H5 4.795 3.965 2.881  0.1084
H6 3.304 5.822 3.774  0.1193
H7 1.024 5.878 2.978  0.1024
H8 -0.061 3.956 2.013  0.1158
H9 -3.806 -1.096 4.631  0.0935
H10 -5.655 -2.695 3.840  0.1004
H11 -5.777 -3.287 1.515  0.0837
H12 -3.907 -2.499 0.034  0.0784
C15 -2.817 -4.557 -4.053  -0.0049
O2 -1.592 -3.825 -4.162  -0.0248
C16 -0.860 -3.487 -3.133  -0.5791
O3 -1.305 -3.406 -1.982  -0.1246
N4 0.443 -3.259 -3.563  -0.0140
N5 1.406 -2.961 -2.632  0.0166
H13 -2.600 -5.581 -4.285  0.0929
H14 -3.448 -4.117 -4.855  0.1079
H15 -3.323 -4.391 -3.100  0.0964
H16 0.593 -2.944 -4.486  0.1395
H17 2.307 -2.822 -3.171  0.1318
H18 1.565 -3.819 -2.065  0.1061
N6 3.222 -4.584 5.713  0.0168
C17 3.334 -4.903 4.368  -0.8587
S1 4.396 -6.080 3.763  0.4549
C18 2.523 -4.125 3.393  -0.3105
C19 2.128 -4.779 2.209  -0.0874
C20 1.304 -4.103 1.302  -0.1886
N7 0.959 -2.797 1.473  -0.1549
C21 1.317 -2.161 2.579  -0.1927
C22 2.056 -2.836 3.612  -0.0373
H19 3.930 -5.059 6.235  0.0452
H20 2.253 -4.584 6.074  0.1007
H21 2.403 -5.791 1.939  0.0653
H22 1.118 -4.551 0.303  0.0812
H23 0.952 -1.173 2.774  0.0629
H24 2.348 -2.210 4.499  0.1109
C23 1.978 4.095 -3.544  -0.0878
C24 0.870 3.947 -2.674  -0.0717
C25 0.926 3.012 -1.649  -0.0235
C26 2.093 2.223 -1.421  -0.0645
C27 2.258 1.147 -0.456  -0.1880
C28 3.486 0.534 -0.225  -0.0046
C29 4.434 0.633 -1.237  -0.1011
C30 4.451 1.611 -2.166  -0.0254
C31 3.243 2.417 -2.308  -0.1306
C32 3.103 3.331 -3.382  -0.0506
H25 1.877 4.638 -4.456  0.0927
H26 -0.050 4.553 -2.766  0.1108
H27 0.000 2.687 -1.147  0.1053
H28 3.724 0.015 0.736  0.1464
H29 5.170 -0.166 -1.360  0.1168
H30 5.236 1.690 -2.899  0.1083
H31 3.981 3.554 -4.002  0.1180
N8 -3.940 3.639 -5.726  0.1630
C33 -4.107 3.626 -4.339  -0.4840
O4 -4.859 4.427 -3.813  0.0746
C34 -3.359 2.604 -3.603  -0.1239
C35 -2.515 1.663 -4.203  0.0051
C36 -1.812 0.804 -3.335  -0.1257
N9 -1.903 0.847 -1.985  -0.0587
C37 -2.837 1.638 -1.448  -0.1235
C38 -3.539 2.575 -2.197  0.0371
H32 -4.520 4.286 -6.199  0.0950
H33 -3.263 3.037 -6.219  0.1003
H34 -2.342 1.485 -5.247  0.1015
H35 -1.141 0.054 -3.792  0.1120
H36 -2.949 1.598 -0.359  0.1229
H37 -4.085 3.380 -1.678  0.1368

Atomic forces in eV per Å
0.4 0.1 1.7
0.6 -1.4 1.5
-0.7 -0.1 -0.2
-0.2 -0.2 -1.1
-0.2 -0.3 -0.1
-0.1 0.0 0.6
0.1 0.3 -0.9
0.4 1.2 0.5
-1.1 0.2 -1.1
0.9 -0.7 0.4
0.2 0.7 0.7
0.0 0.9 0.5
-0.3 -1.2 -0.9
2.1 1.2 1.3
-0.4 -0.5 -0.7
0.8 0.1 0.6
1.0 0.8 0.1
0.1 -1.0 0.0
-0.6 0.3 -1.2
-0.9 -0.6 0.1
0.3 1.2 -1.1
-0.4 0.6 -0.1
0.2 0.3 0.2
-0.5 -0.3 0.2
0.1 -0.7 -1.1
-0.2 0.1 0.2
0.3 -0.3 0.0
-0.2 0.1 0.2
-0.1 0.5 0.4
-0.4 -0.2 -0.5
-0.3 -0.4 -0.9
-0.9 1.4 -0.5
0.1 0.0 -1.1
0.4 0.3 0.5
1.1 -0.2 -0.9
-2.7 -1.0 0.6
2.6 0.3 1.1
0.0 -0.6 0.2
0.3 -0.5 0.5
0.3 -0.2 0.0
0.0 -0.1 -1.0
-1.4 -0.1 1.1
0.0 0.7 -0.4
-0.7 0.5 -0.4
-0.9 0.8 -2.2
0.0 0.1 0.7
1.4 -2.5 2.2
-1.6 0.7 -2.3
2.0 -0.3 0.7
-1.3 0.5 -2.0
1.5 -2.3 2.8
-1.1 3.2 -0.7
-0.1 -0.3 0.6
1.1 0.0 -0.1
0.2 0.1 0.5
-0.3 0.2 0.8
0.0 0.5 -0.2
-0.3 -1.0 -0.8
-0.6 -0.8 0.2
-0.1 -0.3 0.7
-0.2 -0.9 -0.3
1.2 -0.9 -1.0
0.6 0.6 1.8
-1.9 0.1 0.3
2.0 -0.7 -0.5
-2.4 0.6 -0.5
-0.1 0.0 0.7
0.7 0.6 0.6
0.0 0.9 -0.2
0.7 -0.5 -0.2
0.6 0.7 0.2
-0.7 -0.1 -1.2
0.3 0.5 0.7
0.0 0.0 -0.1
-0.4 -0.4 0.0
1.0 -1.2 1.4
-0.8 1.2 -2.2
0.4 -0.6 0.1
0.3 -0.7 1.4
0.3 -0.8 1.8
-0.1 0.5 0.1
-0.5 -0.9 -1.2
0.5 0.6 0.1
0.5 0.4 -0.5
-0.3 0.5 -0.6
-0.9 0.8 0.5
-0.2 0.4 -0.3
-0.2 0.5 0.5
0.1 0.0 -0.3
-0.1 -0.7 -0.6

No. 2
The following is a quantum chemistry calculation of the molecule C4H8O, from OMol25.

The net charge is 0. The structure (SMILES) is C=C(C)CO. The LUMO energy is 0.9364 eV. For the total energy, the calculation gives -232.4175 hartree. The gap between HOMO and LUMO comes out at 10.61 eV.

Last column: Löwdin charge in e.
Atoms and positions in Å:
C1 -1.217 -1.090 -0.230  0.0448
C2 -0.333 -0.131 0.052  -0.3583
C3 -0.658 1.341 0.005  -0.0629
C4 1.079 -0.479 0.466  -0.2505
O1 2.051 0.118 -0.375  -0.0672
H1 -0.936 -2.137 -0.153  0.0582
H2 -2.244 -0.876 -0.509  0.0594
H3 -0.535 1.776 1.014  0.0883
H4 -1.685 1.528 -0.321  0.0743
H5 0.040 1.852 -0.673  0.0797
H6 1.292 -0.088 1.470  0.1256
H7 1.206 -1.565 0.519  0.1118
H8 1.941 -0.249 -1.265  0.0968

Atomic forces in eV per Å
0.3 0.1 0.2
-0.3 -0.1 0.0
0.1 0.0 0.1
-0.2 0.0 0.3
0.1 -0.1 -0.4
0.0 0.1 -0.1
0.1 0.1 0.0
0.0 -0.1 -0.4
0.2 -0.1 0.0
-0.2 0.0 0.2
-0.1 0.0 -0.2
0.0 0.0 -0.1
0.0 0.1 0.3

No. 3
The following is a quantum chemistry calculation of the ion CH3ClO2PS with charge -1 at a distorted geometry, from OMol25.

The net charge is -1. The LUMO energy is 2.8063 eV. For the total energy, the calculation gives -1390.2237 hartree. The gap between HOMO and LUMO comes out at 7.74 eV.

Last column: Löwdin charge in e.
Atoms and positions in Å:
C1 1.061 0.265 -0.158  -0.5966
O1 -3.179 -0.200 0.401  -0.4523
O2 -1.552 1.683 0.219  -0.4427
P1 -1.865 0.290 -0.105  0.4112
S1 0.050 -1.127 -0.124  0.3706
Cl1 1.928 -2.697 0.170  -0.3308
H1 1.349 0.470 -1.231  0.0652
H2 1.733 0.221 0.620  -0.0073
H3 0.475 1.094 0.208  -0.0173

Atomic forces in eV per Å
-0.8 1.9 -2.4
0.5 -0.7 -1.0
0.7 1.4 -0.4
-0.9 -1.0 1.8
-2.1 -1.7 0.0
0.0 0.3 0.0
0.6 -0.1 1.6
2.5 -0.6 1.0
-0.4 0.4 -0.5

No. 4
The following is a quantum chemistry calculation of a cluster of 2 separate species, C5H12ClOPS in total at a distorted geometry, from OMol25.

The net charge is 0. The structure (SMILES) is CCC(C)(C)P(=O)=S.Cl. The LUMO energy is -1.3309 eV. For the total energy, the calculation gives -1472.6865 hartree. The gap between HOMO and LUMO comes out at 8.69 eV.

Last column: Löwdin charge in e.
Atoms and positions in Å:
C1 1.952 0.737 -0.984  -0.0614
C2 0.493 0.295 -1.016  -0.2581
C3 -0.005 -0.271 0.287  -0.6462
C4 0.885 -1.441 0.727  -0.1329
C5 -0.237 0.851 1.270  -0.0655
P1 -1.597 -1.232 -0.059  0.4509
O1 -2.676 -0.479 -0.703  -0.4200
S1 -1.618 -3.176 -0.118  0.3549
H1 2.652 -0.065 -1.073  0.0734
H2 2.097 1.067 0.017  0.0582
H3 2.126 1.443 -1.747  0.0715
H4 -0.184 1.046 -1.347  0.1041
H5 0.465 -0.460 -1.799  0.1145
H6 1.863 -1.175 1.043  0.0814
H7 0.909 -2.139 -0.104  0.0530
H8 0.244 -1.794 1.527  0.0534
H9 -0.798 1.695 0.801  0.0765
H10 -0.798 0.487 2.017  0.0356
H11 0.716 1.303 1.656  0.1132
Cl1 -3.482 2.297 -0.139  0.1915
H12 -3.006 1.012 -0.256  -0.2481

Atomic forces in eV per Å
-1.1 -0.6 1.1
0.2 -1.2 -1.6
0.5 -0.5 -0.6
-1.6 0.6 0.2
1.8 2.2 -2.2
0.6 -1.9 -1.2
-0.5 0.9 0.2
0.1 1.5 0.5
0.2 -0.8 -0.4
0.7 1.2 0.6
0.4 1.0 -0.5
-0.3 1.0 -0.3
-0.4 -0.4 -0.2
0.8 0.4 0.4
0.3 -0.3 0.3
1.0 -1.1 0.6
0.3 -0.7 0.3
-1.9 -0.9 3.3
-0.8 -0.7 -0.3
0.5 -0.9 0.1
-0.7 1.2 -0.2

Computed relative energy (zero: lowest compared OMol25 entry of this formula, charge and spin), in the same sequence as the records: 270.8; 73.9; 194.0; 174.9 kJ/mol.